No. 1
ORCA calculation (ωB97M-V with the def2-TZVPD basis set) on a 9-piece molecular cluster, C28H81N7O9 overall in a non-equilibrium geometry.

The geometry in XYZ format:
```
125
Properties=species:S:1:pos:R:3
C 3.83507 -19.64765 -22.02882
O 4.29500 -19.72107 -20.71716
C 5.49469 -20.54517 -20.36825
C 5.68264 -20.25016 -18.86430
C 7.21494 -20.53410 -18.49407
N 4.93575 -20.94978 -17.85482
H 2.80559 -19.29976 -22.11387
H 3.81234 -20.63945 -22.48040
H 4.51322 -19.05244 -22.64033
H 5.36306 -21.60623 -20.58016
H 6.31002 -20.17420 -20.98933
H 5.37568 -19.22291 -18.66773
H 7.60469 -21.39059 -19.04418
H 7.34504 -20.82135 -17.45068
H 7.94879 -19.78987 -18.80342
H 4.01117 -20.88359 -18.25590
H 4.85332 -20.36885 -17.03274
C 5.66865 -17.12995 -16.79338
O 4.73373 -16.31223 -17.53118
C 3.42851 -16.78551 -17.50878
C 2.65788 -15.83832 -18.50416
C 1.17702 -16.19717 -18.32023
N 2.88056 -15.98085 -19.88383
H 5.44775 -18.19730 -16.80153
H 5.45764 -16.72850 -15.80221
H 6.65930 -16.83562 -17.13991
H 3.31794 -17.78983 -17.91769
H 3.09442 -16.82349 -16.47194
H 2.77255 -14.80315 -18.18264
H 0.43538 -15.63060 -18.88332
H 0.91191 -16.18002 -17.26310
H 0.94384 -17.19459 -18.69287
H 3.86560 -15.93595 -20.10240
H 2.77312 -16.95911 -20.11090
C 11.34260 -17.86401 -13.28512
O 10.80024 -19.15117 -13.00096
C 9.94762 -19.71386 -14.05088
C 8.59771 -19.05718 -13.99591
C 7.80009 -19.26577 -12.60085
N 7.72834 -19.66595 -14.92938
H 11.46961 -17.82830 -14.36711
H 12.28326 -17.67319 -12.76854
H 10.58786 -17.09345 -13.12797
H 10.36075 -19.55233 -15.04654
H 9.82737 -20.76597 -13.79261
H 8.67265 -17.98160 -14.15592
H 8.43351 -19.24984 -11.71393
H 7.38340 -20.27233 -12.56494
H 7.04078 -18.48632 -12.53759
H 7.49906 -20.61653 -14.67657
H 8.24175 -19.79743 -15.78916
C 5.43943 -25.07675 -20.20958
O 5.72316 -25.06317 -18.76903
C 4.61562 -24.97316 -17.87621
C 5.18928 -24.90207 -16.44350
C 4.09886 -24.78058 -15.41781
N 6.05260 -23.71574 -16.28135
H 4.78447 -25.84922 -20.61258
H 6.42132 -25.09007 -20.68267
H 4.99654 -24.10027 -20.40566
H 4.07403 -24.03500 -17.99721
H 3.94699 -25.83389 -17.88919
H 5.89705 -25.69896 -16.21519
H 3.33696 -24.01360 -15.55692
H 4.54547 -24.61256 -14.43781
H 3.53317 -25.70840 -15.33264
H 5.45909 -22.90112 -16.34640
H 6.49886 -23.71782 -17.18741
C -0.00604 -17.18342 -11.28076
O 0.24848 -17.54819 -12.58293
C 1.52662 -17.23033 -13.02013
C 2.67630 -18.23445 -12.58567
C 4.08129 -17.50039 -12.71569
N 2.61399 -19.43998 -13.42105
H -1.06164 -16.93921 -11.16175
H 0.67340 -16.42191 -10.89791
H 0.20897 -18.07449 -10.69096
H 1.44080 -17.08317 -14.09673
H 1.93800 -16.28524 -12.66562
H 2.59709 -18.46565 -11.52342
H 4.11337 -16.88276 -13.61323
H 4.87266 -18.24557 -12.79660
H 4.16397 -16.83008 -11.86014
H 2.94853 -19.18918 -14.34045
H 3.28466 -20.12070 -13.09408
C 7.52343 -21.84738 -9.63806
O 7.27369 -22.70450 -10.76857
C 5.94635 -23.17969 -10.87630
C 5.01284 -21.97113 -11.22690
C 3.57001 -21.73494 -10.52087
N 4.70504 -21.94785 -12.67471
H 6.99878 -20.89545 -9.55637
H 8.53864 -21.50187 -9.44298
H 7.39079 -22.37266 -8.69224
H 5.87170 -23.98707 -11.60477
H 5.76357 -23.66219 -9.91615
H 5.63357 -21.09127 -11.05771
H 3.91224 -21.34812 -9.56100
H 2.97039 -22.63431 -10.38053
H 3.04333 -20.93529 -11.04169
H 4.15927 -22.78574 -12.81676
H 5.59721 -22.11501 -13.11764
C -0.35633 -25.36565 -12.56230
O -0.33918 -24.33665 -13.46203
C -0.05553 -23.11908 -12.83271
C -0.14458 -21.99696 -13.79338
C 0.97416 -22.00775 -14.86190
N -0.15660 -20.63059 -13.20997
H 0.62630 -25.46076 -12.10025
H -0.61406 -26.30372 -13.05395
H -1.09776 -25.27559 -11.76840
H -0.77323 -22.92777 -12.03495
H 0.92788 -23.08345 -12.36395
H -1.02093 -22.26929 -14.38155
H 1.01313 -23.07266 -15.09113
H 1.87250 -21.59293 -14.40472
H 0.84610 -21.42200 -15.77218
H 0.71979 -20.14979 -13.06550
H -0.55334 -19.92098 -13.80926
O 4.87911 -20.12100 -15.08252
H 5.79139 -19.88079 -14.92044
H 4.75317 -20.93172 -14.58944
O 7.12646 -22.41820 -13.92052
H 7.57640 -22.83309 -13.18455
H 7.20250 -23.05019 -14.63540
```

SMILES: COC[C@H](C)N.COC[C@H](C)N.COC[C@H](C)N.COC[C@H](C)N.COC[C@H](C)N.COC[C@H](C)N.COC[C@H](C)N.O.O
Gap between HOMO and LUMO, eV: 8.499
E, eV: -59201.3533
F_max, eV Å⁻¹: 3.76
Spin multiplicity: 1
Energy above the lowest of the compared OMol25 structures with the same formula, charge and spin, kJ/mol: 382.5

***

No. 2
ORCA calculation (ωB97M-V with the def2-TZVPD basis set) on a 13-piece molecular cluster, C28H82ClFO14P overall in a non-equilibrium geometry.

The geometry in XYZ format:
```
127
Properties=species:S:1:pos:R:3
F -6.05333 1.71977 -3.78508
C -6.88324 1.25727 -2.78268
C -6.70946 1.97423 -1.41659
C -5.25540 2.28638 -0.98408
Cl -4.24450 0.91629 -0.30185
C -5.47867 3.32293 0.22170
O -5.49345 4.63050 -0.34364
P -4.04891 4.61538 -1.34104
O -4.42552 2.97053 -1.86484
H -6.80556 0.15608 -2.70578
H -7.92596 1.46652 -3.12352
H -7.34783 2.86799 -1.34649
H -7.10673 1.26448 -0.65797
H -6.49394 3.17677 0.64662
H -4.76302 3.25127 1.05947
H -3.82589 5.99834 -0.96032
H -4.69665 5.03922 -2.56164
H -2.79622 4.63530 -2.10464
H -3.22279 4.12837 -0.25551
C -0.17597 -0.15441 -1.78725
C -0.73492 -1.00181 -2.91447
O -1.90646 -1.69408 -2.48318
H 0.06732 -0.77991 -0.92488
H 0.72503 0.37500 -2.10455
H -0.91470 0.58007 -1.45451
H -0.00474 -1.74712 -3.23098
H -0.98757 -0.38114 -3.77697
H -2.54175 -1.02447 -2.22184
C 2.94565 -5.11659 -4.39251
C 1.72143 -4.22356 -4.30756
O 2.09708 -2.85038 -4.27747
H 3.60594 -4.94201 -3.54185
H 2.66201 -6.17112 -4.40644
H 3.52184 -4.89805 -5.29531
H 1.16081 -4.42997 -3.39579
H 1.06026 -4.39175 -5.16436
H 2.58266 -2.66304 -5.08755
C -0.84695 0.92633 3.22832
C -2.06567 1.70443 2.76232
O -1.73362 2.55974 1.67809
H -0.05179 1.60340 3.53694
H -1.09804 0.27240 4.06787
H -0.44771 0.31484 2.41374
H -2.45234 2.32913 3.56683
H -2.86189 1.02246 2.44308
H -1.40627 2.00765 0.96358
C 6.50084 -3.27642 -2.67402
C 7.43484 -4.44795 -2.90956
O 7.05615 -5.17270 -4.07751
H 5.47212 -3.62468 -2.56494
H 6.78285 -2.72479 -1.77610
H 6.51826 -2.59045 -3.52229
H 7.40019 -5.14161 -2.06887
H 8.46760 -4.10152 -3.02745
H 7.09619 -4.56584 -4.82043
C -2.16481 1.49884 -7.43591
C -1.24835 0.77640 -6.46579
O -1.09731 1.52038 -5.26370
H -1.76805 2.48820 -7.66981
H -2.27595 0.93472 -8.36519
H -3.15373 1.64548 -6.99559
H -0.25555 0.64980 -6.90026
H -1.64705 -0.21523 -6.22265
H -1.97183 1.62468 -4.87305
C 6.40105 1.20476 -0.72362
C 7.41404 0.31941 -1.42472
O 6.91515 -0.12118 -2.68498
H 5.46363 0.66707 -0.57384
H 6.77498 1.53682 0.24676
H 6.17263 2.08525 -1.32936
H 7.62346 -0.56797 -0.82669
H 8.35441 0.85817 -1.58346
H 6.74003 0.65995 -3.21598
C -0.82521 3.79607 7.17204
C -1.23743 2.77861 6.12446
O -2.43229 2.10627 6.51806
H -0.66520 3.30817 8.13596
H 0.09342 4.30859 6.87991
H -1.61111 4.54239 7.31638
H -0.46015 2.02614 5.99798
H -1.40684 3.26225 5.15887
H -3.11933 2.76956 6.61712
C 2.93792 -0.98245 5.91605
C 1.74221 -0.18500 5.43636
O 2.09988 0.66486 4.34939
H 3.74211 -0.31341 6.23377
H 2.66504 -1.62681 6.75263
H 3.33591 -1.60214 5.10985
H 1.35886 0.44920 6.23703
H 0.93835 -0.85366 5.11067
H 2.42593 0.10520 3.64090
C 3.65152 0.94616 -5.30793
C 4.58619 -0.22469 -5.54759
O 4.20004 -0.94134 -6.72054
H 2.62336 0.59806 -5.19803
H 3.93337 1.49612 -4.40781
H 3.66828 1.63434 -6.15760
H 4.55028 -0.91821 -4.70690
H 5.62074 0.11854 -5.66731
H 4.24093 -0.33217 -7.46109
C 4.04974 -5.69799 3.73023
C 2.87568 -4.73749 3.76174
O 3.32706 -3.38571 3.77094
H 4.69620 -5.53820 4.59489
H 3.70820 -6.73495 3.73290
H 4.65960 -5.53361 2.83800
H 2.28192 -4.89028 4.66269
H 2.22855 -4.88977 2.89211
H 3.84193 -3.24596 2.97181
C 1.81900 0.00940 10.56044
C 1.22500 -1.25018 9.95862
O 2.04104 -1.73688 8.89638
H 1.92179 0.78363 9.79848
H 1.19178 0.39167 11.36820
H 2.81895 -0.18616 10.95713
H 0.23737 -1.04612 9.54581
H 1.12649 -2.03272 10.71886
H 2.90949 -1.92673 9.26010
C -11.88135 2.83050 -2.41285
C -11.00740 1.60246 -2.58707
O -9.68380 1.85357 -2.12577
H -11.46191 3.67675 -2.95874
H -12.89511 2.64529 -2.77468
H -11.93365 3.12115 -1.36053
H -10.94075 1.32828 -3.64014
H -11.42114 0.75188 -2.03436
H -9.73987 2.08427 -1.19422
```

Gap between HOMO and LUMO, eV: 5.379
E, eV: -83555.2620
F_max, eV Å⁻¹: 3.71
Spin multiplicity: 1
Total charge: -1

***

> The highest gap between HOMO and LUMO belongs to which entry?

C28H81N7O9

***

> Which of these has the lowest E?

C28H82ClFO14P

***

> The lowest gap between HOMO and LUMO belongs to which entry?

C28H82ClFO14P